Record 1
Here is 2 unconnected molecules or ions with the total composition C4H10N2O from the Open Molecules 2025 dataset. Energies are from ωB97M-V/def2-TZVPD.

```
17
Properties=species:S:1:pos:R:3:nbo_charge:R:1
C 1.41778 0.86886 -1.22763 -0.459
C 2.50577 0.53562 -0.20738 -0.598
C 0.54112 -0.32394 -1.51010 0.390
N 0.42629 -1.01578 -2.48763 -0.245
H 0.75218 1.64901 -0.84673 0.231
H 1.85181 1.21015 -2.16595 0.228
H 3.09483 1.42879 0.00986 0.213
H 2.06855 0.16844 0.72049 0.219
H 3.18731 -0.22317 -0.59633 0.213
C -2.72217 -0.20925 1.37891 -0.476
N -1.68143 -1.18349 1.22642 -0.432
O -0.37644 -0.57361 -0.22751 -0.731
H -0.96255 -1.34741 -0.38315 0.522
H -1.02671 -1.10240 2.00550 0.320
H -3.34470 -0.17649 0.48362 0.197
H -3.37277 -0.50839 2.21792 0.215
H -2.35886 0.80305 1.60970 0.194
```

The energy above the lowest of the compared OMol25 structures with the same formula, charge and spin is 561.51 kJ/mol. As for the HOMO energy (alpha / beta): -0.3555 / -0.3459 Eh. The value obtained for the total energy is -9333.1679 eV. As for the frontier orbital gap (alpha / beta): 9.726 / 8.485 eV. As for the LUMO energy (alpha / beta): 0.05 / -0.93 eV.

Record 2
Here is a molecular structure, C4H10N2O from the Open Molecules 2025 dataset. Energies are from ωB97M-V/def2-TZVPD.

```
17
Properties=species:S:1:pos:R:3:nbo_charge:R:1
C -0.25805 0.95748 -0.10228 -0.500
C -2.09478 0.44767 0.19983 -0.187
C 2.77070 0.07551 -0.50469 -0.250
C 0.21055 -0.04157 0.73810 0.676
N -2.47842 -0.82851 -0.22040 -0.873
O 1.87980 0.79692 0.27456 -0.747
N 0.07066 -1.14270 1.24598 -0.655
H 0.90979 -1.69281 1.41426 0.414
H -2.05251 -1.59385 0.28853 0.391
H -3.01018 -1.04712 -1.05016 0.393
H -0.12748 0.78554 -1.16543 0.261
H -0.20640 1.96772 0.28338 0.263
H -2.55116 1.24268 -0.38445 0.198
H -2.24482 0.61852 1.26671 0.177
H 2.98885 0.48094 -1.50799 0.154
H 3.77200 -0.06305 -0.06978 0.156
H 2.42145 -0.96336 -0.70616 0.129
```

The energy above the lowest of the compared OMol25 structures with the same formula, charge and spin is 547.78 kJ/mol. As for the HOMO energy: -0.2818 Eh. The value obtained for the total energy is -9333.3102 eV. As for the frontier orbital gap: 8.537 eV. As for the LUMO energy: 0.87 eV.

Record 3
Here is C4H10N2O in the gas phase from the Open Molecules 2025 dataset. Energies are from ωB97M-V/def2-TZVPD.

```
17
Properties=species:S:1:pos:R:3:nbo_charge:R:1
C 2.19350 0.97585 1.15338 -0.604
C 0.71806 0.84336 1.04542 -0.396
C 0.31181 -0.09278 -0.15573 -0.182
N 0.52051 0.49261 -1.51154 -0.842
C -0.96077 -0.76942 -0.08739 0.670
N -2.03558 0.11711 0.14353 -0.855
O -1.02685 -1.97825 -0.52108 -0.614
H 2.44640 1.65109 1.99204 0.208
H 2.74260 0.09804 1.30258 0.204
H 2.50209 1.33902 0.23262 0.210
H 0.34392 1.88358 0.77591 0.204
H 0.27887 0.43430 1.98728 0.209
H 0.91869 -0.93918 -0.28244 0.223
H -0.32442 0.39852 -2.12486 0.371
H 1.28526 0.07880 -2.05833 0.372
H -1.97903 1.14478 0.32141 0.417
H -2.96969 -0.27305 -0.13564 0.407
```

The energy above the lowest of the compared OMol25 structures with the same formula, charge and spin is 176.70 kJ/mol. The structure (SMILES) is CC[C@H](N)C(N)=O. As for the HOMO energy: -0.3419 Eh. The value obtained for the total energy is -9337.1561 eV. As for the frontier orbital gap: 10.175 eV. As for the LUMO energy: 0.87 eV.

Record 4
Here is 2 unconnected molecules or ions with the total composition C4H10N2O from the Open Molecules 2025 dataset. Energies are from ωB97M-V/def2-TZVPD.

```
17
Properties=species:S:1:pos:R:3:nbo_charge:R:1
H 2.05385 -0.10325 1.15525 0.351
N 1.80615 -1.03331 0.81322 -0.613
C 1.13756 -1.00662 -0.24403 0.131
C 0.67403 0.20670 -1.01580 -0.132
C -0.79200 0.03992 -1.46237 -0.615
N 0.93350 1.40466 -0.23817 -0.851
H 0.84649 -1.96316 -0.67357 0.156
H 1.30409 0.25882 -1.91591 0.204
H -0.91889 -0.90233 -1.99221 0.207
H -1.08184 0.85398 -2.12849 0.213
H -1.45382 0.04798 -0.59626 0.201
H 0.35946 1.41205 0.60262 0.382
H 0.71078 2.23562 -0.77659 0.362
C -1.39548 -0.36644 2.11853 0.290
O -0.99645 0.75884 2.05613 -0.521
H -2.46846 -0.60700 2.20996 0.107
H -0.71905 -1.23643 2.08770 0.129
```

The energy above the lowest of the compared OMol25 structures with the same formula, charge and spin is 232.53 kJ/mol. The structure (SMILES) is [H]/N=C\[C@@H](C)N.C=O. As for the HOMO energy: -0.3471 Eh. The value obtained for the total energy is -9336.5775 eV. As for the frontier orbital gap: 9.983 eV. As for the LUMO energy: 0.54 eV.

Record 5
Here is C4H10N2O in the gas phase from the Open Molecules 2025 dataset. Energies are from ωB97M-V/def2-TZVPD.

```
17
Properties=species:S:1:pos:R:3:nbo_charge:R:1
C 1.07881 -0.31970 -0.37741 -0.245
C -0.09143 -1.08597 0.42829 -0.279
C 1.32768 1.80676 0.77852 -0.468
C -2.17882 -0.92094 -0.65957 -0.456
N 0.77390 1.07444 -0.31090 0.018
N -1.28818 -0.52628 0.38147 -0.277
O -0.43360 1.31621 -0.71391 -0.361
H 2.08905 -0.64142 -0.16769 0.218
H 0.92221 -0.59845 -1.40332 0.209
H 0.15575 -2.21107 0.21113 0.194
H 0.21416 -0.94932 1.56974 0.184
H 2.42941 1.59541 0.86959 0.218
H 1.25548 2.90963 0.62119 0.227
H 0.61162 1.72232 1.72943 0.218
H -2.23422 -1.99657 -0.59987 0.202
H -3.00765 -0.30190 -0.68475 0.214
H -1.62416 -0.87314 -1.67193 0.183
```

The energy above the lowest of the compared OMol25 structures with the same formula, charge and spin is 636.02 kJ/mol. As for the HOMO energy (alpha / beta): -0.3052 / -0.3161 Eh. The value obtained for the total energy is -9332.3956 eV. As for the frontier orbital gap (alpha / beta): 8.360 / 8.883 eV. As for the LUMO energy (alpha / beta): 0.05 / 0.28 eV.

Record 6
Here is 2 unconnected molecules or ions with the total composition C4H10N2O from the Open Molecules 2025 dataset. Energies are from ωB97M-V/def2-TZVPD.

```
17
Properties=species:S:1:pos:R:3:nbo_charge:R:1
C -1.65524 1.16789 -1.46903 -0.361
C -1.22800 0.97717 -0.21592 -0.250
C 2.47984 -0.32694 -0.37008 -0.422
C -1.32950 -0.23765 0.45307 0.194
N 1.46013 -1.16669 0.31669 -0.477
N 0.54658 -0.48077 1.11838 -0.519
O -1.88028 -0.20513 1.70707 -0.676
H -1.66672 2.04088 -2.10488 0.207
H -2.14276 0.39753 -1.90188 0.175
H -0.57058 1.71998 0.33834 0.215
H 3.39973 -0.53770 0.29522 0.202
H 2.50557 -0.65209 -1.36745 0.196
H 2.15247 0.69891 -0.30782 0.201
H -1.60903 -1.05131 -0.13525 0.169
H 0.85330 -1.76412 -0.21759 0.339
H 0.18806 -1.13513 1.76056 0.330
H -1.50356 0.55518 2.10058 0.476
```

The energy above the lowest of the compared OMol25 structures with the same formula, charge and spin is 550.10 kJ/mol. As for the HOMO energy: -0.2803 Eh. The value obtained for the total energy is -9333.2861 eV. As for the frontier orbital gap: 8.558 eV. As for the LUMO energy: 0.93 eV.

Record 7
Here is 2 unconnected molecules or ions with the total composition C4H10N2O from the Open Molecules 2025 dataset. Energies are from ωB97M-V/def2-TZVPD.

```
17
Properties=species:S:1:pos:R:3:nbo_charge:R:1
C 1.10534 -0.86898 -0.73907 -0.531
C 0.08065 -0.41731 -0.01211 0.184
N -0.00132 -0.79258 1.35541 -0.853
C -1.59945 -0.56741 -0.73266 -0.083
O -2.13883 -1.54707 0.04698 -0.744
H 1.06589 -1.64723 -1.49383 0.214
H 2.08683 -0.41230 -0.66671 0.202
H -0.73048 -0.33688 1.90217 0.405
H 0.57578 -1.57298 1.66255 0.418
H -2.16593 0.36407 -0.62909 0.163
H -1.42786 -0.87389 -1.76941 0.161
H -1.26712 -1.96445 0.66072 0.473
C 0.53916 1.97267 0.24583 -0.074
N 1.76880 2.44778 0.26676 -0.599
H -0.08773 1.96564 -0.69024 0.174
H -0.10314 2.18549 1.11530 0.158
H 2.29942 2.06543 -0.52258 0.331
```

The energy above the lowest of the compared OMol25 structures with the same formula, charge and spin is 688.18 kJ/mol. The structure (SMILES) is C=C(N)CO.C=N. As for the HOMO energy (alpha / beta): -0.2963 / -0.2962 Eh. The value obtained for the total energy is -9331.8550 eV. As for the frontier orbital gap (alpha / beta): 7.633 / 7.631 eV. As for the LUMO energy (alpha / beta): -0.43 / -0.43 eV.

Record 8
Here is C4H10N2O in the gas phase from the Open Molecules 2025 dataset. Energies are from ωB97M-V/def2-TZVPD.

```
17
Properties=species:S:1:pos:R:3:nbo_charge:R:1
C 2.07914 -1.24344 -1.08006 -0.428
N 1.32141 0.02353 -1.00386 -0.610
C 0.88068 0.29736 0.39907 -0.223
C -0.48952 1.01139 0.37359 -0.235
N -1.55889 0.05162 0.69765 -0.629
C -2.83882 0.53195 0.81620 0.528
O -3.05113 1.71966 0.88546 -0.599
H 1.81213 -2.02659 -0.37599 0.169
H 2.02579 -1.66340 -2.08757 0.202
H 3.11599 -0.91921 -0.97849 0.199
H 0.46302 -0.05389 -1.53747 0.344
H 0.71007 -0.69032 0.82179 0.157
H 1.58480 0.89594 0.96176 0.203
H -0.67045 1.49625 -0.58406 0.203
H -0.52798 1.77834 1.14346 0.215
H -1.29202 -0.91495 0.73818 0.393
H -3.56422 -0.29422 0.81035 0.113
```

The energy above the lowest of the compared OMol25 structures with the same formula, charge and spin is 167.00 kJ/mol. The structure (SMILES) is CNCCNC=O. As for the HOMO energy: -0.3423 Eh. The value obtained for the total energy is -9337.2567 eV. As for the frontier orbital gap: 10.154 eV. As for the LUMO energy: 0.84 eV.

Record 9
Here is 3 unconnected molecules or ions with the total composition C4H10N2O from the Open Molecules 2025 dataset. Energies are from ωB97M-V/def2-TZVPD.

```
17
Properties=species:S:1:pos:R:3:nbo_charge:R:1
C 1.05332 -0.24319 1.47780 -0.573
N 1.05514 -1.37211 -0.59734 0.067
N 0.74043 -0.45062 -1.50994 -0.626
O 2.44632 -1.45044 -0.61030 -0.582
H 2.63674 -2.16142 0.01533 0.480
H -0.12561 0.02079 -1.19154 0.387
H 1.50081 0.20780 -1.69945 0.353
H 1.48024 -1.18493 1.81322 0.172
H 1.72550 0.36217 0.87913 0.183
H 0.66186 0.32508 2.31732 0.181
C -2.21424 1.46014 -0.74225 -0.684
C -1.44699 0.56141 0.11751 -0.070
C -1.01396 -0.22654 0.95949 -0.223
H -1.84065 2.48638 -0.68057 0.235
H -2.16271 1.15759 -1.79274 0.232
H -3.27300 1.47714 -0.45899 0.234
H -1.22321 -0.96924 1.70329 0.234
```

The energy above the lowest of the compared OMol25 structures with the same formula, charge and spin is 876.29 kJ/mol. As for the HOMO energy (alpha / beta): -0.2654 / -0.2636 Eh. The value obtained for the total energy is -9329.9054 eV. As for the frontier orbital gap (alpha / beta): 7.387 / 8.135 eV. As for the LUMO energy (alpha / beta): 0.16 / 0.96 eV.

Record 10
Here is C4H10N2O in the gas phase from the Open Molecules 2025 dataset. Energies are from ωB97M-V/def2-TZVPD.

```
17
Properties=species:S:1:pos:R:3:nbo_charge:R:1
N 1.47067 0.88146 0.36010 -0.804
C 0.40451 -0.03749 0.74879 -0.125
C -0.88892 0.49287 0.64673 -0.083
C -1.59404 0.67298 -0.65155 -0.135
O -1.74424 2.01823 -1.12582 -0.708
C 0.60793 -1.41942 -0.11308 -0.204
N 1.94663 -1.65865 -0.14541 -0.653
H 1.16490 1.71510 -0.13080 0.371
H -1.48200 2.61682 -0.41612 0.470
H 0.54600 -0.27964 1.80407 0.204
H -0.99327 0.12998 -1.38891 0.177
H -1.44769 0.41426 1.57034 0.194
H -2.58493 0.20328 -0.60899 0.180
H 0.06868 -2.22847 0.40355 0.176
H 0.14666 -1.28145 -1.10414 0.201
H 2.10755 -2.62405 0.16727 0.333
H 2.27158 0.38421 -0.01605 0.405
```

The energy above the lowest of the compared OMol25 structures with the same formula, charge and spin is 625.87 kJ/mol. As for the HOMO energy: -0.2864 Eh. The value obtained for the total energy is -9332.5008 eV. As for the frontier orbital gap: 5.903 eV. As for the LUMO energy: -1.89 eV.

Record 11
Here is C4H10N2O in the gas phase from the Open Molecules 2025 dataset. Energies are from ωB97M-V/def2-TZVPD.

```
17
Properties=species:S:1:pos:R:3:nbo_charge:R:1
N -0.65291 1.63730 -1.44490 -0.837
C -0.81294 0.13494 -1.42594 -0.282
C 0.05046 -0.67036 -0.59272 -0.373
C 0.53699 -0.09920 0.94226 -0.125
N -0.41738 0.61184 1.63938 -0.835
C 0.95799 -1.38212 1.73623 0.401
O 2.06400 -2.00103 1.49899 -0.544
H -1.23132 1.89592 -2.18354 0.355
H 0.29353 1.86940 -1.72578 0.351
H -0.46466 -0.13237 -2.37325 0.200
H -1.72706 -0.15286 -1.05571 0.207
H 1.00333 -0.99139 -0.99764 0.215
H -0.50514 -1.69151 -0.29162 0.207
H 1.36044 0.54719 0.63887 0.177
H 0.23232 1.13868 2.25390 0.361
H -0.84602 1.16999 0.96582 0.380
H 0.15840 -1.88440 2.41564 0.144
```

The energy above the lowest of the compared OMol25 structures with the same formula, charge and spin is 362.40 kJ/mol. The structure (SMILES) is NCC[C@@H](N)C=O. As for the HOMO energy: -0.3483 Eh. The value obtained for the total energy is -9335.2315 eV. As for the frontier orbital gap: 10.211 eV. As for the LUMO energy: 0.73 eV.

Record 12
Here is C4H10N2O in the gas phase from the Open Molecules 2025 dataset. Energies are from ωB97M-V/def2-TZVPD.

```
17
Properties=species:S:1:pos:R:3:nbo_charge:R:1
C -0.78714 -1.00759 1.27716 -0.611
C 0.21371 -1.42756 0.20528 -0.438
C 1.14541 -0.32287 -0.13691 -0.214
N 0.52171 0.94834 0.26843 -0.662
C -0.30599 1.70512 -0.53291 0.786
N -0.54807 1.24680 -1.97169 -0.959
O -0.80707 2.73525 -0.15598 -0.650
H -0.47141 -0.73312 2.26670 0.213
H -1.49420 -0.32578 0.79224 0.221
H -1.41215 -1.97298 1.51333 0.205
H -0.24502 -1.90783 -0.69771 0.209
H 0.67845 -2.30071 0.67759 0.210
H 1.85448 -0.32134 0.84019 0.205
H 1.49642 -0.24532 -1.10973 0.195
H 0.81304 1.28545 1.28151 0.427
H 0.23620 0.41285 -2.13009 0.406
H -0.88838 2.23129 -2.38741 0.456
```

The energy above the lowest of the compared OMol25 structures with the same formula, charge and spin is 312.81 kJ/mol. The structure (SMILES) is CCCNC(N)=O. As for the HOMO energy: -0.3536 Eh. The value obtained for the total energy is -9335.7454 eV. As for the frontier orbital gap: 10.240 eV. As for the LUMO energy: 0.62 eV.